No. 1
A cluster of 3 separate species, C23H46N3O12P2 in total, computed with wB97M-V/def2-TZVPD.

Geometry (Å):
P: -1.8725 -4.8521 4.7045
P: -1.1267 4.4536 2.9737
O: 3.7325 1.8839 1.8147
O: -1.7292 3.3604 2.1271
O: -3.3130 -4.7941 5.5862
O: 0.0828 3.9005 3.9361
O: -2.5360 -4.5819 3.3774
O: -0.0043 4.9780 1.8288
O: -2.2592 4.3029 4.2153
O: -0.2840 -4.8009 4.1361
O: 4.2696 1.2908 -2.7728
O: 3.3232 0.6477 -0.0779
O: -1.7151 -6.4583 5.0086
O: 3.0455 3.0280 -3.6263
N: 0.0121 0.0697 -4.0774
N: 0.6061 1.2388 -3.9189
N: 0.5181 -1.4984 -0.6806
C: -3.6608 -5.5753 6.7159
C: -0.7164 -2.0935 -3.2802
C: 0.6069 -0.5668 -1.7111
C: 4.0651 1.3310 -5.1512
C: -2.0351 4.4592 5.6060
C: 3.8003 1.8619 -3.7020
C: -0.8694 -1.5200 -0.0986
C: -1.5670 -2.9184 -0.1813
C: 5.0348 2.5465 -0.0742
C: 1.9318 2.9313 -2.7169
C: 3.9902 1.6718 0.6614
C: -1.9931 2.1524 -5.2643
C: 0.5508 2.1788 -5.0839
C: 0.1384 -5.7945 3.2206
C: -3.2618 1.4187 -5.8049
C: 0.0263 -0.7385 -3.0457
C: 0.1143 2.5433 4.3614
C: 1.9762 1.1236 -0.2394
C: -0.6672 1.8161 -6.0266
C: 1.2211 1.5329 -2.7582
C: -2.6119 -7.4006 4.4321
C: 1.3015 0.7305 -1.5686
C: 1.0181 4.0875 1.4503
H: -2.8008 -6.0168 7.2159
H: 2.2907 3.1919 -1.7021
H: 5.1448 1.0581 -5.2021
H: 3.3986 0.4834 -5.4112
H: 1.4706 2.0278 -5.6897
H: 1.1973 3.7241 -2.9966
H: -0.6073 0.7845 -6.4229
H: 0.3831 3.2262 -4.7744
H: -0.8656 -1.2152 0.9765
H: -4.3572 -6.3515 6.3924
H: 1.9069 2.2202 -0.0178
H: 1.4815 4.4768 0.5408
H: 5.4811 3.3213 0.5740
H: -2.0579 -8.0803 3.7894
H: -0.6450 -2.3834 -4.3459
H: 1.3790 0.6193 0.5664
H: -0.7676 1.9916 4.0220
H: -2.1301 3.2623 -5.2223
H: 1.0742 -5.4557 2.7771
H: 1.7868 4.0484 2.2267
H: -1.5439 -0.7827 -0.5985
H: -0.5997 -5.9509 2.4300
H: 0.1395 2.5186 5.4520
H: -1.8788 1.8419 -4.1907
H: 5.7663 1.8542 -0.5418
H: 0.6327 3.0829 1.2585
H: -3.3234 1.6279 -6.8999
H: -1.1303 5.0183 5.8366
H: -1.7755 -1.8932 -2.9808
H: -2.9003 4.9640 6.0398
H: -0.5875 2.5316 -6.8818
H: 4.4833 3.0646 -0.8997
H: 1.0137 2.0656 3.9789
H: -3.1821 0.3195 -5.6200
H: 0.3328 -6.7337 3.7447
H: -4.1731 1.7810 -5.2723
H: -2.3065 -2.9554 -1.0189
H: -1.9992 3.4663 6.0591
H: -0.8641 -3.7716 -0.3110
H: 3.9549 2.1960 -5.8513
H: 1.2071 -1.2801 0.0383
H: -2.1696 -3.1363 0.7357
H: -3.0783 -7.9760 5.2336
H: -0.3152 -2.8794 -2.6022
H: -4.2094 -4.9430 7.4166
H: -3.3998 -6.9095 3.8537

Atoms 1-3, force components in eV/Å:
P -2.6 -5.3 -5.5
P 1.7 -7.8 -0.4
O -0.4 -0.6 -0.8

Output
- relative energy (zero: lowest compared OMol25 entry of this formula, charge and spin) (kcal per mole) = 49.2
- E_HOMO (eV) = -11.460
- net charge = +1
- Kohn-Sham gap (eV) = 7.465

Mulliken population analysis, charges in e, atoms 1 to 5: P 1.091; P 1.093; O -0.489; O -0.579; O -0.356

***

No. 2
A cluster of 3 separate species, C14H29FO5 in total, computed with wB97M-V/def2-TZVPD.

Geometry (Å):
F: 1.8180 -1.3255 -0.5904
O: 5.8325 -1.0253 -2.9827
O: -5.2030 1.2971 1.9023
O: -0.0684 3.1606 2.8329
O: 0.1400 1.9933 0.5508
O: 2.1059 2.4994 1.6292
C: 0.5977 -0.4432 -0.5205
C: 6.2078 -2.0361 -5.1964
C: 6.7168 -1.8037 -3.7848
C: -5.3721 2.6835 2.1859
C: 0.9237 0.7236 0.5835
C: -7.2163 0.4980 3.0731
C: 4.5520 -2.9010 -2.0315
C: -4.6802 3.1293 3.4621
C: 0.6307 2.6447 1.8108
C: -5.7161 0.3826 2.8672
C: 4.5339 -1.5671 -2.7573
C: -2.1115 -0.5357 -0.1456
C: 2.4222 1.3807 0.6813
C: -0.6714 -1.3497 0.0701
H: -6.4358 2.9412 2.2026
H: -0.7091 -2.3181 -0.6264
H: -2.5554 -0.1483 0.8803
H: 0.6163 0.2940 1.6278
H: -1.9852 0.3140 -0.9537
H: -7.5722 -0.2888 3.7457
H: 2.8729 1.9530 -0.2509
H: 0.3176 0.0133 -1.5621
H: 7.6577 -1.2457 -3.8399
H: -7.4877 1.4610 3.5131
H: -4.7569 4.2146 3.5795
H: 6.9650 -2.5504 -5.7961
H: 3.5325 -3.2227 -1.7961
H: 3.9973 -0.8399 -2.1382
H: 3.9827 -1.6376 -3.7010
H: -3.6223 2.8486 3.4473
H: -0.4980 -1.6560 1.2062
H: 5.9588 -1.0860 -5.6796
H: 3.2295 0.6514 1.1724
H: -4.9345 3.2283 1.3425
H: -5.1774 0.4885 3.8149
H: -2.8639 -1.3662 -0.5571
H: 5.0162 -3.6818 -2.6391
H: 6.9472 -2.7510 -3.2870
H: 5.1239 -2.8279 -1.1010
H: 5.3045 -2.6518 -5.2012
H: -5.4913 -0.6221 2.4931
H: -7.7457 0.4142 2.1187
H: -5.1290 2.6663 4.3449

Atoms 1-3, force components in eV/Å:
F -2.5 2.2 0.0
O 0.1 0.1 0.0
O 0.0 -0.1 -0.1

Output
- relative energy (zero: lowest compared OMol25 entry of this formula, charge and spin) (kcal per mole) = 0.0
- E_HOMO (eV) = -9.692
- net charge = 0
- Kohn-Sham gap (eV) = 10.286
- structure (SMILES) = CC[C@H](F)[C@H]1COC(=O)O1.CCOCC.CCOCC

Mulliken population analysis, charges in e, atoms 1 to 5: F -0.307; O -0.428; O -0.401; O -0.499; O -0.391

***

No. 3
An isolated molecule of C2H7OP, computed with wB97M-V/def2-TZVPD.

Geometry (Å):
P: -1.1199 -1.2101 0.0130
O: -2.1428 -0.0473 -0.4784
C: 0.3651 1.1630 -0.3599
C: -0.0430 0.1117 0.6640
H: -0.4173 -1.3660 -1.2050
H: 1.1085 1.8337 0.0713
H: 0.8607 -0.3525 1.0844
H: -3.0589 -0.3076 -0.5844
H: -0.4948 1.7502 -0.6681
H: -0.5743 0.5746 1.5021
H: 0.7974 0.6891 -1.2426

Atoms 1-3, force components in eV/Å:
P 0.5 0.1 0.5
O -1.7 0.6 -0.8
C 0.0 0.0 0.1

Output
- relative energy (zero: lowest compared OMol25 entry of this formula, charge and spin) (kcal per mole) = 0.1
- E_HOMO (eV) = -9.023
- net charge = 0
- Kohn-Sham gap (eV) = 9.872
- structure (SMILES) = CCPO

Mulliken population analysis, charges in e, atoms 1 to 5: P 0.142; O -0.469; C -1.019; C -0.534; H -0.018

***

No. 4
The ion C8H13F8N2O with charge +1, computed with wB97M-V/def2-TZVPD.

Geometry (Å):
F: 2.7667 0.4261 2.9279
F: -0.2581 2.9624 1.2654
F: 1.7319 -1.2188 1.8103
F: 1.6317 2.9825 2.5150
F: 3.9625 0.6576 0.6854
F: -0.4988 0.5179 1.0981
F: -0.0434 0.1543 3.2779
F: 2.1924 1.8581 -0.0436
O: 0.9989 -0.8472 -0.9596
N: -3.5430 -0.9709 -0.0643
N: -1.7360 -1.5267 -1.7259
C: -2.4217 -1.8772 -0.4237
C: -1.2572 -0.1025 -1.8366
C: 0.3829 2.3641 2.3998
C: 2.5583 0.5914 0.4469
C: 0.3492 0.0163 -1.9072
C: 0.4417 0.7976 2.1034
C: 2.3648 -0.4689 -0.7187
C: 1.8936 0.1998 1.8429
H: 2.7389 0.0389 -1.6808
H: 3.0321 -1.3922 -0.5989
H: -2.4287 -1.6637 -2.4862
H: -3.1428 -0.1670 0.4521
H: -1.6717 -2.0226 0.4294
H: -0.2744 2.6413 3.2941
H: -1.6189 0.2994 -2.8497
H: -0.9342 -2.1474 -1.9190
H: -2.8885 -2.9157 -0.5786
H: 0.6935 -0.2852 -2.9496
H: -1.6764 0.6037 -1.0599
H: -3.9230 -0.6279 -0.9562
H: 0.5775 1.1226 -1.7899

Atoms 1-3, force components in eV/Å:
F -2.3 0.0 -2.4
F 1.2 -1.0 1.8
F 0.2 2.5 -0.1

Output
- E_HOMO (eV) = -14.478
- net charge = +1
- Kohn-Sham gap (eV) = 11.050
- structure (SMILES) = NC[NH2+]CCOCC(F)(F)C(F)(F)C(F)(F)C(F)F

Mulliken population analysis, charges in e, atoms 1 to 5: F -0.271; F -0.263; F -0.298; F -0.227; F -0.318

***

No. 5
A cluster of 2 separate species, C4H6O3S2 in total, computed with wB97M-V/def2-TZVPD.

Geometry (Å):
S: 0.9676 1.8832 0.7065
S: -1.0509 -0.9595 0.3238
O: -1.8045 -2.0712 0.8261
O: -0.5506 -0.0098 1.2916
O: 1.1667 1.3084 -0.6324
C: 2.2868 1.6377 1.6240
C: -2.8059 0.5425 -1.5164
C: 0.2846 -1.5269 -0.7411
C: -2.0825 -0.0928 -0.8023
H: -3.4304 1.0537 -2.1941
H: -0.1543 -2.0599 -1.5749
H: 0.9298 -2.1797 -0.1649
H: 2.2706 2.0344 2.6194
H: 0.8244 -0.6431 -1.0722
H: 3.1485 1.0829 1.3067

Atoms 1-3, force components in eV/Å:
S 2.1 0.1 0.8
S 0.0 -0.2 -0.1
O 0.1 0.0 -0.3

Output
- relative energy (zero: lowest compared OMol25 entry of this formula, charge and spin) (kcal per mole) = 54.1
- E_HOMO (eV) = -9.577
- net charge = 0
- Kohn-Sham gap (eV) = 9.773

Mulliken population analysis, charges in e, atoms 1 to 5: S 0.422; S 1.113; O -0.608; O -0.558; O -0.582

***

No. 6
A cluster of 3 separate species, C32H65BN2O6 in total, computed with wB97M-V/def2-TZVPD.

Geometry (Å):
O: 1.7174 0.3285 1.5173
O: 3.1760 -0.1625 -0.1719
O: 4.1865 -1.7556 1.5668
O: -11.6606 -2.1037 -2.2818
O: 3.5395 1.7988 1.3170
O: -2.7322 -3.9222 1.2425
N: -3.0439 -2.7787 0.5729
N: -10.3339 -1.8286 -2.1503
C: 11.7698 1.7593 -0.4855
C: -11.1657 0.1811 -0.8588
C: -8.7863 -0.3015 -0.9078
C: -8.1342 -2.8611 -2.6285
C: 8.8637 5.3052 0.3569
C: -10.1662 -1.0034 -0.9137
C: 11.6938 0.8312 0.8213
C: -5.3493 -3.1796 1.5328
C: 9.5931 3.8554 0.4624
C: 2.7655 0.6662 0.9097
C: -1.7966 -1.9595 0.4770
C: 11.1561 4.0784 0.7668
C: -2.6509 -0.5188 2.4438
C: 12.1594 3.2867 -0.2064
C: 3.5992 2.6311 0.0899
C: -0.5472 -2.8042 0.1012
C: 5.1704 -1.6994 -0.9111
C: -4.8941 -1.1047 0.3576
C: -3.8159 -1.4910 2.5994
C: -1.4585 -1.1937 1.7753
C: -10.3115 -1.8423 0.3713
C: 4.9559 4.8318 -0.5408
C: -10.1241 -4.0740 -3.3208
C: 7.5255 5.2892 -0.5346
C: 3.8172 4.1924 0.4381
C: -1.9301 -0.9786 -0.7118
C: -9.5977 -3.1294 -2.2042
C: 12.2706 -0.6306 0.3861
C: -4.2142 -2.1570 1.2670
C: -9.6405 -3.9199 -0.8765
C: -9.4144 -3.0752 0.3722
C: 6.1644 5.5203 0.3178
B: 4.1288 -1.1762 0.2495
H: -10.9992 0.7845 0.0383
H: -10.0793 -1.2299 1.2494
H: -9.6303 -3.6779 1.2605
H: -5.0506 -3.9908 2.2017
H: -0.9663 -0.5174 -0.9478
H: -5.9020 -0.8714 0.7160
H: 11.3782 3.8523 1.8668
H: 10.6160 0.6747 1.1930
H: 11.3952 5.2027 0.6296
H: 13.2034 3.3442 0.2922
H: -2.6067 -0.1473 -0.5225
H: 4.4143 5.6128 -1.1726
H: 13.3475 -0.4541 0.0456
H: -10.1707 -3.5619 -4.2863
H: -2.2690 -1.4952 -1.6130
H: -8.3607 -2.7900 0.4518
H: 2.8303 4.7565 0.2363
H: -9.4668 -4.9406 -3.4381
H: -10.6159 -4.4106 -0.7740
H: 5.4816 -0.8584 -1.6280
H: 12.2678 3.8837 -1.1890
H: 9.5830 6.0629 -0.1395
H: 7.5888 6.1955 -1.2495
H: 7.4820 4.2972 -1.0943
H: 4.6384 -2.5651 -1.4638
H: 5.3521 4.0063 -1.2363
H: -2.3522 -0.1521 3.4312
H: 12.6180 1.3242 -1.1418
H: 0.3075 -2.1570 -0.1167
H: -3.5408 -2.2563 3.3354
H: -8.7701 0.5230 -0.1880
H: -2.9547 0.3653 1.8746
H: -11.3528 -2.1639 0.4954
H: -7.6249 -3.7944 -2.8873
H: -6.2047 -2.6934 2.0117
H: 4.4071 2.1868 -0.5801
H: 9.1442 3.3519 1.3997
H: -4.6732 -0.9582 3.0254
H: 5.8697 6.6369 0.3766
H: -12.2101 -0.1390 -0.8191
H: -0.2308 -3.4633 0.9139
H: -8.0911 -2.2162 -3.5094
H: 12.2506 -1.3762 1.2597
H: -11.1166 -4.4728 -3.0947
H: 10.7868 1.6596 -1.0640
H: -4.3779 -0.1466 0.3316
H: -7.9648 -0.9505 -0.6089
H: -1.0168 -1.8847 2.5033
H: -7.5252 -2.4096 -1.8473
H: -8.8991 -4.7261 -0.8976
H: 11.5939 -1.0489 -0.4306
H: 2.5840 2.5768 -0.4637
H: -8.5524 0.1249 -1.8876
H: -0.6919 -0.4384 1.5743
H: 6.2313 5.0935 1.3727
H: 6.1003 -2.0937 -0.3630
H: -4.9957 -1.4719 -0.6681
H: 12.3104 1.1976 1.7086
H: -0.7329 -3.4166 -0.7864
H: 4.0595 4.3735 1.5474
H: -11.0416 0.8375 -1.7260
H: 4.3548 -1.0811 2.2605
H: -5.7037 -3.6217 0.5956
H: 8.6902 5.6427 1.4500
H: 9.3695 3.1713 -0.4216

Atoms 1-3, force components in eV/Å:
O 4.3 1.9 -2.2
O 1.7 1.2 2.7
O 0.3 2.1 -1.7

Output
- relative energy (zero: lowest compared OMol25 entry of this formula, charge and spin) (kcal per mole) = 86.4
- 2S+1 = 3
- E_HOMO (alpha / beta) (eV) = -8.755 / -9.387
- net charge = 0
- Kohn-Sham gap (alpha / beta) (eV) = 8.903 / 9.386

Mulliken population analysis, charges in e, atoms 1 to 5: O -0.520; O -0.386; O -0.502; O -0.550; O -0.311

***

no.,E_tot (eV)
1,-72203.371
2,-27937.675
3,-13523.656
4,-35265.581
5,-32053.616
6,-50174.590